Record 1
{"formula": "C4H12NO2", "method": "the ωB97M-V functional and the def2-TZVPD basis", "homo_energy_ev": -14.6, "gap_ha": 0.413, "charge": 1, "species": ["C", "C", "C", "C", "O", "N", "H", "H", "H", "H", "H", "H", "H", "H", "H", "H", "H", "H", "O"], "coordinates": [[-1.36, 0.29, -1.13], [-0.38, 0.45, 0.02], [0.19, 1.85, 0.36], [1.29, 1.66, 1.51], [1.66, 0.52, 1.69], [0.83, -0.52, -0.49], [-1.31, 1.18, -1.82], [-2.40, 0.44, -0.75], [-1.10, -0.57, -1.78], [-0.88, -0.11, 0.96], [-0.67, 2.45, 0.62], [0.53, 2.29, -0.61], [1.61, 2.63, 2.15], [1.07, -0.40, -1.53], [0.62, -1.55, -0.27], [1.63, -0.27, 0.13], [-1.07, -2.98, 0.20], [-0.08, -4.07, 0.53], [-0.20, -3.28, 0.18]]}

=====

Record 2
{"formula": "C4H12NO2", "method": "the ωB97M-V functional and the def2-TZVPD basis", "homo_energy_ev": -14.4, "gap_ha": 0.361, "charge": 1, "species": ["C", "C", "C", "C", "N", "H", "H", "H", "H", "H", "H", "H", "H", "H", "H", "O", "H", "H", "O"], "coordinates": [[-0.73, -0.40, 2.20], [0.13, 0.00, 1.06], [1.38, -0.25, 0.79], [-0.81, -0.19, -1.27], [-0.79, 0.41, -0.13], [-0.70, 0.36, 2.98], [-1.76, -0.48, 1.87], [-0.38, -1.30, 2.68], [1.90, 0.26, -0.02], [2.25, -0.63, 1.36], [-1.28, 0.19, -2.14], [-0.23, -1.15, -1.22], [-1.22, 1.34, -0.11], [2.61, -3.22, -3.40], [1.95, -2.82, -2.06], [2.09, -2.53, -2.96], [-2.16, 3.55, -0.35], [-0.80, 3.75, 0.56], [-1.45, 3.10, 0.13]]}

=====

Record 3
{"formula": "C4H12NO2", "method": "the ωB97M-V functional and the def2-TZVPD basis", "homo_energy_ev": [-14.5, -13.3], "gap_ha": [0.367, 0.352], "charge": 1, "species": ["C", "C", "C", "C", "N", "O", "O", "H", "H", "H", "H", "H", "H", "H", "H", "H", "H", "H", "H"], "coordinates": [[0.59, -0.16, -1.54], [1.07, 1.15, 0.41], [0.79, -1.17, 0.62], [-1.17, 0.15, 0.25], [0.29, 0.02, -0.14], [-1.68, 1.35, -0.24], [-1.79, -0.99, -0.03], [0.52, 0.83, -2.20], [1.67, -0.29, -1.73], [0.12, -0.97, -2.07], [0.45, 2.02, 0.17], [1.08, 1.21, 1.47], [2.03, 1.06, -0.03], [0.52, -2.05, 0.18], [1.80, -1.07, 0.95], [0.21, -1.23, 1.55], [-1.40, -0.42, 3.12], [-2.60, 1.43, -0.11], [-2.50, -0.88, -0.63]]}

=====

Record 4
{"formula": "C4H12NO2", "method": "the ωB97M-V functional and the def2-TZVPD basis", "homo_energy_ev": -13.4, "gap_ha": 0.368, "charge": 1, "species": ["C", "C", "C", "C", "O", "N", "H", "H", "H", "H", "H", "H", "H", "H", "H", "H", "H", "H", "O"], "coordinates": [[-0.39, 0.10, 0.20], [0.57, -1.04, -0.02], [2.03, -0.73, 0.27], [2.36, -0.49, 1.73], [1.55, -0.23, 2.56], [-1.86, -0.28, 0.02], [-0.30, 0.37, 1.26], [-0.31, 0.95, -0.49], [0.40, -1.75, 0.82], [0.34, -1.68, -0.87], [2.64, -1.60, -0.02], [2.39, 0.14, -0.30], [3.45, -0.44, 1.86], [-2.40, -0.27, 0.88], [-1.96, -1.22, -0.36], [-2.34, 0.35, -0.64], [-1.84, 2.04, -2.84], [-2.16, 3.37, -2.06], [-2.18, 2.41, -2.01]]}

=====

Record 5
{"formula": "C4H12NO2P", "method": "the ωB97M-V functional and the def2-TZVPD basis", "homo_energy_ev": -10.0, "gap_ha": 0.392, "charge": 0, "species": ["C", "C", "C", "C", "N", "O", "O", "P", "H", "H", "H", "H", "H", "H", "H", "H", "H", "H", "H", "H"], "coordinates": [[-0.18, -1.17, 1.28], [-1.98, 0.57, 0.37], [1.98, -0.63, -1.13], [-0.55, 0.05, 0.47], [0.25, 1.21, 0.93], [0.28, 1.46, -1.79], [-0.92, -0.97, -2.03], [0.01, -0.12, -1.26], [-0.91, -1.24, 2.04], [0.87, -1.07, 1.62], [-0.19, -2.11, 0.75], [-1.92, 1.58, -0.07], [-2.33, -0.12, -0.48], [-2.55, 0.53, 1.35], [2.69, 0.12, -1.27], [2.00, -1.10, -0.15], [2.02, -1.46, -1.88], [0.31, 1.25, 1.97], [1.30, 1.00, 0.66], [-0.15, 2.22, -1.39]]}

=====

Record 6
{"formula": "C4H12NO2P", "method": "the ωB97M-V functional and the def2-TZVPD basis", "homo_energy_ev": -8.8, "gap_ha": 0.352, "charge": 0, "species": ["C", "C", "C", "C", "N", "O", "O", "P", "H", "H", "H", "H", "H", "H", "H", "H", "H", "H", "H", "H"], "coordinates": [[-2.35, -2.40, 0.10], [2.14, -1.29, 0.00], [-3.04, -1.28, -0.10], [1.95, 0.20, -0.08], [0.49, 2.25, -0.15], [-0.52, 0.31, -1.34], [-0.40, 3.15, 0.39], [0.18, 0.57, 0.12], [-0.06, 0.33, -2.21], [-2.12, -2.54, 1.13], [-2.01, -3.08, -0.60], [1.32, -1.70, 0.60], [2.12, -1.74, -1.00], [3.06, -1.68, 0.53], [-3.12, -0.63, 0.78], [-3.13, -0.84, -1.02], [2.35, 0.46, -1.05], [2.42, 0.63, 0.74], [1.35, 2.53, 0.26], [-0.90, 3.44, -0.45]]}

=====

Record 7
{"formula": "C4H12NO2P", "method": "the ωB97M-V functional and the def2-TZVPD basis", "homo_energy_ev": -9.1, "gap_ha": 0.359, "charge": 0, "species": ["C", "C", "C", "C", "N", "O", "O", "P", "H", "H", "H", "H", "H", "H", "H", "H", "H", "H", "H", "H"], "coordinates": [[-0.24, -0.43, 1.58], [-1.44, -1.29, -0.57], [2.23, 0.67, -0.50], [-0.55, -0.22, 0.09], [-0.74, 1.12, -0.44], [0.76, -0.42, -2.38], [1.71, -2.04, -0.55], [1.13, -0.71, -0.83], [0.65, -1.10, 1.77], [-1.13, -1.07, 1.98], [-0.06, 0.43, 2.14], [-0.90, -1.94, -1.33], [-1.84, -1.90, 0.26], [-2.18, -0.75, -1.08], [2.43, 0.87, 0.49], [3.31, 0.48, -0.83], [1.84, 1.64, -0.76], [-1.64, 1.48, -0.27], [0.00, 1.78, -0.16], [0.09, 0.23, -2.56]]}

=====

Record 8
{"formula": "C4H12NO2S", "method": "the ωB97M-V functional and the def2-TZVPD basis", "homo_energy_ev": -2.7, "gap_ha": 0.229, "charge": -1, "species": ["C", "N", "C", "O", "C", "C", "S", "H", "H", "H", "H", "H", "H", "H", "H", "H", "H", "H", "H", "O"], "coordinates": [[0.52, 0.08, -1.22], [-0.62, -0.31, -2.01], [-0.88, -1.70, -2.26], [-0.60, -2.59, -1.17], [0.21, 0.81, 0.10], [1.35, 0.87, 1.06], [1.14, -0.53, 2.30], [0.98, -0.86, -0.89], [1.25, 0.65, -1.80], [-1.42, 0.30, -1.90], [-1.94, -1.85, -2.46], [-0.15, -2.00, -3.01], [-0.78, 0.53, 0.46], [0.06, 1.82, -0.34], [1.39, 1.72, 1.73], [2.27, 0.61, 0.55], [-0.40, -2.21, -0.31], [-1.10, 2.99, 0.04], [-1.73, 2.44, 1.37], [-1.82, 3.08, 0.66]]}

=====

Going through the records in order, we get total energy values of -364.549214; -364.529783; -364.382359; -364.580010; -706.208128; -706.087275; -706.221845; -763.018678 a.u..
Going through the records in order, we get energy above the lowest of the compared OMol25 structures with the same formula, charge and spin values of 54.0; 66.2; 158.7; 34.6; 19.8; 95.6; 11.1; 29.2 kcal per mole.